Record 1
{
  "formula": "C4H10NO",
  "method": "ωB97M-V/def2-TZVPD",
  "elements": ["O", "C", "C", "C", "C", "N", "H", "H", "H", "H", "H", "H", "H", "H", "H", "H"],
  "positions_angstrom": [[1.484, 0.419, -0.222], [0.303, 0.466, 0.189], [-0.585, -0.587, -0.152], [-2.025, -0.537, 0.280], [-2.390, -1.599, 1.335], [3.890, 2.076, -1.641], [0.012, 1.387, 0.719], [-0.172, -1.555, -0.532], [-2.141, 0.439, 0.761], [-2.648, -0.573, -0.617], [-1.923, -1.437, 2.302], [-2.155, -2.612, 1.025], [-3.482, -1.595, 1.402], [3.769, 1.843, -2.633], [4.767, 2.343, -1.197], [3.296, 1.520, -1.020]],
  "nbo_charge": [-0.065, 0.194, 0.093, -0.476, -0.598, -0.290, 0.307, 0.266, 0.229, 0.302, 0.239, 0.238, 0.274, 0.442, 0.443, 0.402],
  "homo_lumo_gap_ha": [0.211, 0.239],
  "largest_force_ha_per_bohr": 0.0392,
  "charge": 2,
  "relative_energy_kj_mol": 371.1,
  "homo_energy_ev": [-18.938, -19.439],
  "energy_ev": -7823.295,
  "multiplicity": 2
}



Record 2
{
  "formula": "C4H10NO2",
  "method": "ωB97M-V/def2-TZVPD",
  "elements": ["C", "C", "O", "C", "N", "C", "O", "H", "H", "H", "H", "H", "H", "H", "H", "H", "H"],
  "positions_angstrom": [[-1.818, 1.419, -1.086], [-0.910, 0.317, -0.533], [-0.015, -0.119, -1.482], [-0.180, 0.798, 0.715], [0.090, -0.320, 1.652], [0.985, -1.330, 0.932], [1.780, -0.800, 0.014], [-1.355, 2.369, -0.974], [-2.647, 1.486, -0.367], [-2.147, 1.253, -2.131], [-1.545, -0.498, -0.191], [0.804, -0.440, -0.974], [0.729, 1.292, 0.323], [-0.820, 1.509, 1.230], [0.711, 0.132, 2.324], [1.439, -1.893, 1.794], [0.253, -2.044, 0.512]],
  "nbo_charge": [-0.614, 0.093, -0.796, -0.261, -0.679, 0.118, -0.901, 0.186, 0.183, 0.203, 0.126, 0.493, 0.191, 0.163, 0.321, 0.087, 0.085],
  "homo_lumo_gap_ha": 0.288,
  "largest_force_ha_per_bohr": 0.0314,
  "charge": -1,
  "relative_energy_kj_mol": 218.5,
  "smiles": "C[C@@H](O)CNC[O-]",
  "homo_energy_ev": -3.564,
  "energy_ev": -9895.181
}



Record 3
{
  "formula": "C4H10NO2",
  "method": "ωB97M-V/def2-TZVPD",
  "elements": ["C", "O", "C", "C", "N", "C", "O", "H", "H", "H", "H", "H", "H", "H", "H", "H", "H"],
  "positions_angstrom": [[-2.002, -0.925, -0.689], [-1.337, 0.321, -0.275], [0.013, 0.495, -0.536], [0.339, 1.759, 0.315], [0.862, -0.698, -0.318], [1.216, -0.924, 0.999], [2.081, -0.486, -1.029], [-2.531, -1.277, 0.255], [-1.307, -1.641, -1.020], [-2.760, -0.604, -1.566], [0.368, 0.739, -1.620], [1.327, 1.969, 0.063], [-0.334, 2.536, -0.038], [0.300, 1.655, 1.423], [1.980, -0.106, 1.387], [0.216, -0.829, 1.605], [1.568, -1.984, 1.044]],
  "nbo_charge": [-0.256, -0.586, 0.241, -0.652, -0.256, -0.405, -0.865, 0.170, 0.208, 0.149, 0.177, 0.217, 0.193, 0.190, 0.142, 0.146, 0.188],
  "homo_lumo_gap_ha": 0.207,
  "largest_force_ha_per_bohr": 0.0683,
  "charge": -1,
  "relative_energy_kj_mol": 527.2,
  "smiles": "CO[C@@H](C)N(C)[O-]",
  "homo_energy_ev": -1.649,
  "energy_ev": -9891.982
}